Below is C48H44FN3OP2PtSi as an isolated structure, with properties calculated with ωB97M-V with the def2-TZVPD basis set.

Geometry as XYZ:
```
101
C48H44FN3OP2PtSi ωB97M-V with the def2-TZVPD basis set
Pt -0.37 0.20 0.48
P -2.38 0.22 -0.69
P 1.90 0.47 0.02
Si -0.44 2.45 0.03
F 3.12 -0.17 6.57
O -0.85 -2.75 2.70
N 0.40 -2.18 -1.67
N -0.20 -2.05 0.58
N 0.31 -4.08 -0.29
C -3.31 1.82 -2.87
C 2.68 0.94 -3.99
C -2.43 -1.28 -3.11
C -1.25 3.65 -2.54
C 5.27 -1.38 1.51
C 0.59 -5.07 -1.30
C -2.46 -2.48 -3.82
C 3.30 -0.24 -4.36
C 2.57 -1.20 2.13
C -4.05 0.43 0.06
C 2.29 1.16 4.81
C -0.43 -2.97 1.59
C -5.03 -0.56 0.12
C 0.13 -0.57 4.55
C 3.06 -0.52 1.02
C -3.17 2.87 -3.76
C 4.76 -2.05 2.62
C -2.83 -3.68 -1.78
C -1.32 3.74 1.10
C 3.55 -1.21 -3.40
C 1.10 -0.81 5.52
C -4.34 1.68 0.59
C 0.17 -2.75 -0.50
C -1.36 2.59 -1.63
C 2.92 4.95 0.19
C -5.56 1.95 1.18
C 3.66 2.68 0.42
C -0.79 0.82 2.64
C -0.12 -4.37 1.05
C 1.62 4.50 0.00
C 4.42 -0.63 0.71
C 2.56 0.19 -1.69
C -6.53 0.95 1.25
C 3.42 -1.97 2.92
C -2.59 -1.27 -1.72
C -2.37 1.65 -1.85
C 3.18 -1.00 -2.08
C 2.32 1.16 -2.67
C 3.94 4.04 0.42
C 1.31 1.38 3.85
C 2.17 0.06 5.63
C -2.12 3.77 -3.61
C 1.32 3.14 0.02
C -6.26 -0.30 0.72
C -2.79 -2.49 -1.07
C 0.21 0.52 3.68
C 2.36 2.23 0.21
C -2.67 -3.68 -3.16
H -7.01 -1.08 0.76
H 3.01 -2.48 3.79
H 0.66 -4.85 1.65
H -0.32 -5.43 -1.80
H -3.61 2.48 0.51
H -2.70 -4.61 -3.71
H 2.48 1.71 -4.73
H 1.40 2.23 3.18
H 3.59 -0.41 -5.39
H 4.82 -0.12 -0.16
H -1.58 4.62 0.50
H 3.13 6.01 0.19
H 0.20 -1.18 -1.69
H -5.76 2.93 1.58
H -3.88 2.99 -4.56
H -1.79 0.42 2.84
H 1.09 -5.92 -0.83
H 1.83 2.09 -2.40
H -1.02 -4.98 1.08
H -4.13 1.12 -2.98
H -0.70 -1.25 4.46
H 3.13 1.83 4.91
H -2.01 4.59 -4.31
H 1.27 -4.67 -2.05
H 0.82 5.23 -0.13
H -7.48 1.15 1.72
H 6.32 -1.45 1.26
H -4.86 -1.54 -0.30
H 0.42 -2.71 -2.52
H -2.23 3.38 1.58
H 1.03 -1.65 6.19
H -0.89 1.90 2.58
H 1.51 -1.14 2.37
H -2.89 -2.51 0.01
H 4.46 1.97 0.59
H 4.04 -2.14 -3.68
H -0.47 4.39 -2.41
H -2.25 -0.36 -3.64
H 5.43 -2.64 3.24
H -0.65 4.07 1.90
H -2.34 -2.46 -4.89
H 3.36 -1.77 -1.35
H -3.00 -4.62 -1.25
H 4.95 4.38 0.59
```

Output
energy above the lowest of the compared OMol25 structures with the same formula, charge and spin	0.000	eV
frontier orbital gap	5.9572	eV


Below is C48H45BClF4N7O10PbS as an isolated structure, with properties calculated with ωB97M-V with the def2-TZVPD basis set.

Geometry as XYZ:
```
118
C48H45BClF4N7O10PbS ωB97M-V with the def2-TZVPD basis set
Pb -0.49 0.08 -0.08
Cl 5.99 -3.59 0.43
S 1.01 3.66 -0.73
F -4.05 2.18 5.90
F -4.56 3.92 4.72
F 0.60 -6.28 -3.51
F -5.81 2.15 4.64
O -4.04 0.58 -3.03
O 0.24 2.78 0.15
O 0.98 -0.24 1.98
O 0.71 3.46 -2.14
O 6.05 -2.78 3.25
O -2.52 0.41 -1.40
O 4.45 -1.65 4.28
O -0.66 -1.82 -1.85
O 2.42 3.73 -0.40
O 2.36 -0.53 3.70
N 0.34 -9.14 -5.91
N -2.38 -2.11 -5.50
N -0.12 -6.31 -6.30
N 3.58 -2.51 -0.16
N -1.57 -1.82 0.91
N 2.58 -1.78 0.39
N -2.12 1.14 1.52
C -1.00 -8.53 -5.66
C -3.38 0.73 1.62
C -1.21 -4.22 -5.87
C 2.00 -0.72 2.50
C -1.14 -7.32 -6.57
C 4.97 -2.22 3.23
C -4.21 1.17 2.64
C -3.69 2.05 3.57
C -0.08 -5.24 -4.04
C -1.58 -3.15 -5.05
C 3.51 -2.80 -1.56
C -1.22 9.14 0.73
C -4.29 -3.14 -6.70
C 1.44 -8.18 -5.58
C 4.33 -3.74 -2.18
C -0.71 5.81 -1.02
C 4.42 1.04 -2.25
C 0.37 5.29 -0.33
C -4.53 2.57 4.70
C 6.85 0.92 -3.67
C -3.09 -2.20 -6.77
C -0.66 7.79 0.37
C 5.64 0.77 -1.59
C 2.60 -2.07 -2.33
C -2.33 -1.00 -3.35
C 0.94 6.01 0.70
C -2.78 -1.15 -4.61
C -2.37 2.47 3.47
C 4.27 -3.91 -3.55
C 0.42 7.26 1.05
C 4.55 -2.75 0.77
C 1.23 -6.86 -6.34
C 3.41 -3.15 -4.33
C 2.91 -1.56 1.64
C 2.56 -2.24 -3.70
C 4.46 1.25 -3.65
C -1.93 -2.86 1.26
C -1.22 7.05 -0.67
C 5.65 1.19 -4.34
C -0.36 -4.17 -3.23
C -3.01 0.10 -2.52
C -1.32 -1.92 -2.87
C 4.16 -2.18 1.96
C 3.21 1.07 -1.55
C -0.45 -5.28 -5.38
C -1.61 1.98 2.42
C -1.11 -3.10 -3.73
C 6.83 0.71 -2.30
B -2.47 -4.28 1.70
H 1.44 -8.03 -4.51
H -0.58 2.28 2.27
H -1.03 -7.65 -7.61
H 5.01 -4.35 -1.61
H -1.94 3.15 4.18
H -2.39 -2.52 -7.55
H 1.93 -6.12 -5.96
H -2.30 9.09 0.89
H -0.76 9.52 1.64
H 7.78 0.88 -4.22
H 1.88 -1.64 -4.28
H 3.54 1.47 -4.17
H 0.87 7.82 1.86
H 4.93 -4.63 -4.02
H -3.98 -4.15 -6.41
H -1.49 -4.26 -6.91
H -5.23 0.83 2.69
H 2.28 1.32 -2.05
H 2.37 -8.66 -5.89
H -3.41 -1.20 -7.03
H 3.47 -1.30 4.09
H -3.06 -4.15 2.75
H -2.07 7.45 -1.21
H 0.46 -10.04 -5.37
H -3.72 0.06 0.85
H -3.21 -4.68 0.82
H -1.14 5.23 -1.83
H 3.17 0.92 -0.48
H -1.05 -8.24 -4.62
H -3.53 -0.45 -4.97
H 1.80 5.60 1.22
H 3.39 -3.26 -5.41
H -1.74 -9.30 -5.87
H 1.95 -1.38 -1.84
H 5.63 0.60 -0.52
H 5.66 1.36 -5.41
H 0.41 -9.43 -6.93
H -5.00 -2.78 -5.95
H -1.04 9.87 -0.07
H -0.02 -4.13 -2.20
H -2.13 -6.87 -6.46
H 1.48 -7.04 -7.39
H -4.80 -3.19 -7.66
H 7.75 0.50 -1.77
H -1.51 -5.02 1.83
```

Output
energy above the lowest of the compared OMol25 structures with the same formula, charge and spin	0.000	eV
net charge	-2
frontier orbital gap (spin up / spin down)	4.0751 / 6.0957	eV


Below is C48H45BF4N6O4S5Ti as an isolated structure in a non-equilibrium geometry, with properties calculated with ωB97M-V with the def2-TZVPD basis set.

Geometry as XYZ:
```
114
C48H45BF4N6O4S5Ti ωB97M-V with the def2-TZVPD basis set
Ti 1.13 0.59 -0.89
S -2.88 -1.07 0.85
S -0.81 -2.12 -0.67
S 3.84 3.09 -1.96
S -1.54 1.35 0.96
S 0.82 2.73 -1.95
F 0.56 -1.39 -4.43
F 1.40 0.76 -4.97
F 1.37 0.04 -2.71
F 2.88 -0.95 -4.25
O 3.00 1.08 -1.08
O 2.28 -0.97 -1.03
O 1.66 0.07 0.59
O 3.70 0.76 -3.21
N 2.29 4.08 -0.18
N -0.38 1.27 0.21
N -1.51 -1.87 0.73
N 0.13 -1.13 -0.83
N -2.59 0.38 0.27
N 4.11 -2.12 -0.40
C -5.16 -0.21 4.05
C 0.14 -3.63 -0.61
C -5.50 -3.90 -0.32
C -0.38 -4.72 0.10
C -4.95 -1.24 -0.97
C -1.06 1.12 2.65
C -3.14 -2.19 -4.59
C -2.88 5.69 0.48
C -1.32 1.66 4.99
C 0.05 0.34 2.95
C -2.60 -0.99 -4.11
C -1.75 1.79 3.66
C 3.88 1.11 -2.00
C -3.83 4.67 0.58
C -4.46 -3.23 0.32
C 7.57 2.10 -2.22
C -6.26 -3.24 -1.29
C 5.27 1.59 -1.62
C -1.91 -0.97 -2.90
C -3.42 3.35 0.74
C 3.28 -1.05 -0.33
C 1.39 -3.71 -1.22
C -1.77 -2.15 -2.16
C -1.10 4.07 0.67
C -2.99 -3.36 -3.85
C 3.61 4.33 0.34
C -3.41 -1.69 4.81
C 0.48 0.21 4.27
C -5.98 -1.91 -1.61
C -3.50 -1.01 2.51
C 1.61 -5.98 -0.43
C -1.52 5.39 0.52
C -2.89 -1.74 3.52
C -4.55 -0.93 5.08
C 3.68 0.01 0.66
C 5.55 1.99 -0.30
C 6.83 2.44 0.05
C -2.06 3.05 0.78
C -4.64 -0.25 2.76
C -4.19 -1.91 -0.01
C -0.21 0.88 5.29
C 2.13 -4.89 -1.13
C 0.36 -5.90 0.18
C 6.30 1.66 -2.57
C 2.23 3.32 -1.32
C 7.84 2.50 -0.91
C 4.57 4.32 -0.83
C -2.30 -3.35 -2.63
B 1.55 -0.39 -4.09
H -7.06 -3.77 -1.80
H 3.11 -4.94 -1.59
H -4.70 -0.21 -1.22
H 1.33 -0.41 4.49
H -1.88 2.16 5.78
H -2.63 2.38 3.43
H 7.03 2.74 1.07
H -4.95 -0.89 6.09
H -6.04 0.39 4.25
H -0.78 6.17 0.43
H -2.91 -2.24 5.60
H 1.45 4.19 0.38
H 3.61 5.29 0.87
H -5.70 -4.94 -0.07
H -2.72 -0.07 -4.67
H 2.20 -6.90 -0.35
H -4.14 2.54 0.81
H 4.58 5.29 -1.34
H 8.35 2.14 -2.98
H -6.55 -1.40 -2.37
H -1.35 -4.63 0.58
H 0.11 0.77 6.32
H 3.87 -2.85 -1.06
H -3.86 -3.72 1.08
H 3.83 0.96 0.13
H -5.10 0.30 1.95
H -4.89 4.90 0.54
H 5.59 4.06 -0.54
H -0.05 3.81 0.70
H -2.21 -4.25 -2.05
H 3.84 3.53 1.06
H 8.83 2.84 -0.64
H -1.50 -0.05 -2.50
H 4.60 -0.25 1.18
H -1.99 -2.31 3.30
H -3.43 -4.29 -4.20
H 4.94 -2.22 0.16
H 2.88 0.13 1.39
H -3.69 -2.20 -5.52
H -3.21 6.72 0.35
H 4.76 1.95 0.45
H 0.56 -0.18 2.14
H -0.04 -6.74 0.74
H 6.09 1.35 -3.60
H 1.78 -2.84 -1.74
```

Output
net charge	-2
expectation value of S²	2.032
2S+1	3
frontier orbital gap (spin up / spin down)	2.8867 / 4.8994	eV


Below is C48H45BaN7OPS3 as an isolated structure, with properties calculated with ωB97M-V with the def2-TZVPD basis set.

Geometry as XYZ:
```
106
C48H45BaN7OPS3 ωB97M-V with the def2-TZVPD basis set
Ba -0.41 0.03 -0.52
S 3.81 -2.10 0.98
S 3.52 -4.68 2.49
S 4.19 -0.84 -1.79
P 2.17 2.04 0.76
O 1.67 -0.23 -2.12
N 3.58 -4.30 -0.21
N 2.78 0.15 -1.38
N -0.22 -2.06 1.16
N -1.04 0.27 2.12
N -2.82 1.24 -0.58
N 3.69 -3.39 -1.23
N -2.35 -0.74 -2.32
C 2.96 5.34 3.13
C 3.28 -5.64 -0.59
C -3.56 -0.27 -2.25
C -1.32 -0.80 2.82
C 3.49 3.78 -1.08
C 3.63 -8.00 -0.42
C -2.98 2.34 0.35
C 2.12 3.66 1.62
C 5.51 0.43 2.56
C 3.58 1.81 -3.03
C -3.00 1.85 1.81
C -4.76 -0.96 -2.64
C 1.03 4.49 1.34
C -0.20 -3.04 3.37
C -0.83 -4.13 -0.01
C -2.35 -0.86 3.81
C 3.08 4.10 2.53
C -1.77 -3.38 -0.95
C -5.78 1.94 -2.73
C -4.61 2.05 -2.00
C 4.71 1.08 1.64
C 0.31 -3.26 0.54
C 3.95 4.08 -2.35
C 3.33 1.12 1.82
C 3.98 3.11 -3.33
C -0.72 -3.37 4.60
C -1.66 1.52 2.50
C 0.92 5.74 1.93
C 3.09 2.48 -0.76
C 4.94 -0.19 3.67
C -1.13 -2.89 -2.25
C -6.46 0.81 -3.17
C 2.66 -8.21 -1.40
C -5.99 -0.49 -3.03
C 3.18 1.50 -1.75
C 3.57 -0.17 3.84
C 2.76 0.47 2.92
C -0.57 -2.04 2.42
C 3.94 -6.71 -0.02
C 2.32 -5.84 -1.58
C -2.08 -1.98 -3.04
C 2.01 -7.13 -1.98
C 3.83 -2.20 -0.76
C 3.62 -3.83 1.07
C -1.83 -2.85 5.27
C -2.56 -1.75 4.85
C -3.69 1.06 -1.54
C 1.89 6.17 2.83
H -6.27 2.89 -2.94
H -0.18 -2.38 -2.09
H -3.90 2.90 0.18
H 1.80 7.14 3.31
H -0.22 -4.19 5.09
H -1.84 1.56 3.58
H -3.67 0.99 1.87
H -3.08 -0.07 3.75
H -2.21 -2.53 -0.42
H 4.68 -6.53 0.75
H -3.46 2.65 2.40
H 2.42 -9.22 -1.71
H -7.43 0.95 -3.62
H -6.69 -1.27 -3.31
H 5.57 -0.71 4.38
H 0.07 6.37 1.70
H 0.97 -2.95 -0.28
H 0.64 -3.66 3.06
H 3.71 5.67 3.84
H -0.96 2.34 2.27
H -2.98 -2.56 -3.28
H 1.68 0.46 3.04
H 3.92 3.46 2.78
H -3.44 -1.52 5.46
H 5.15 1.57 0.77
H 3.56 1.04 -3.79
H -1.40 -4.51 0.84
H -0.40 -5.00 -0.52
H -2.13 -3.34 6.19
H -2.61 -4.03 -1.21
H 4.14 -8.84 0.03
H 1.26 -7.29 -2.74
H -1.61 -1.73 -4.00
H 4.27 5.10 -2.58
H -0.88 -3.74 -2.89
H -2.16 3.06 0.23
H -4.35 3.06 -1.73
H 6.58 0.40 2.41
H 1.82 -4.98 -2.02
H 4.31 3.35 -4.33
H -4.66 -2.04 -2.66
H 3.43 4.56 -0.33
H 0.93 -3.88 1.21
H 0.27 4.15 0.65
H 3.12 -0.69 4.68
```

Output
energy above the lowest of the compared OMol25 structures with the same formula, charge and spin	0.099	eV
net charge	-1
frontier orbital gap	6.2229	eV


Please write out number 4 again, unchanged.
Below is C48H45BaN7OPS3 as an isolated structure, with properties calculated with ωB97M-V with the def2-TZVPD basis set.

Geometry as XYZ:
```
106
C48H45BaN7OPS3 ωB97M-V with the def2-TZVPD basis set
Ba -0.41 0.03 -0.52
S 3.81 -2.10 0.98
S 3.52 -4.68 2.49
S 4.19 -0.84 -1.79
P 2.17 2.04 0.76
O 1.67 -0.23 -2.12
N 3.58 -4.30 -0.21
N 2.78 0.15 -1.38
N -0.22 -2.06 1.16
N -1.04 0.27 2.12
N -2.82 1.24 -0.58
N 3.69 -3.39 -1.23
N -2.35 -0.74 -2.32
C 2.96 5.34 3.13
C 3.28 -5.64 -0.59
C -3.56 -0.27 -2.25
C -1.32 -0.80 2.82
C 3.49 3.78 -1.08
C 3.63 -8.00 -0.42
C -2.98 2.34 0.35
C 2.12 3.66 1.62
C 5.51 0.43 2.56
C 3.58 1.81 -3.03
C -3.00 1.85 1.81
C -4.76 -0.96 -2.64
C 1.03 4.49 1.34
C -0.20 -3.04 3.37
C -0.83 -4.13 -0.01
C -2.35 -0.86 3.81
C 3.08 4.10 2.53
C -1.77 -3.38 -0.95
C -5.78 1.94 -2.73
C -4.61 2.05 -2.00
C 4.71 1.08 1.64
C 0.31 -3.26 0.54
C 3.95 4.08 -2.35
C 3.33 1.12 1.82
C 3.98 3.11 -3.33
C -0.72 -3.37 4.60
C -1.66 1.52 2.50
C 0.92 5.74 1.93
C 3.09 2.48 -0.76
C 4.94 -0.19 3.67
C -1.13 -2.89 -2.25
C -6.46 0.81 -3.17
C 2.66 -8.21 -1.40
C -5.99 -0.49 -3.03
C 3.18 1.50 -1.75
C 3.57 -0.17 3.84
C 2.76 0.47 2.92
C -0.57 -2.04 2.42
C 3.94 -6.71 -0.02
C 2.32 -5.84 -1.58
C -2.08 -1.98 -3.04
C 2.01 -7.13 -1.98
C 3.83 -2.20 -0.76
C 3.62 -3.83 1.07
C -1.83 -2.85 5.27
C -2.56 -1.75 4.85
C -3.69 1.06 -1.54
C 1.89 6.17 2.83
H -6.27 2.89 -2.94
H -0.18 -2.38 -2.09
H -3.90 2.90 0.18
H 1.80 7.14 3.31
H -0.22 -4.19 5.09
H -1.84 1.56 3.58
H -3.67 0.99 1.87
H -3.08 -0.07 3.75
H -2.21 -2.53 -0.42
H 4.68 -6.53 0.75
H -3.46 2.65 2.40
H 2.42 -9.22 -1.71
H -7.43 0.95 -3.62
H -6.69 -1.27 -3.31
H 5.57 -0.71 4.38
H 0.07 6.37 1.70
H 0.97 -2.95 -0.28
H 0.64 -3.66 3.06
H 3.71 5.67 3.84
H -0.96 2.34 2.27
H -2.98 -2.56 -3.28
H 1.68 0.46 3.04
H 3.92 3.46 2.78
H -3.44 -1.52 5.46
H 5.15 1.57 0.77
H 3.56 1.04 -3.79
H -1.40 -4.51 0.84
H -0.40 -5.00 -0.52
H -2.13 -3.34 6.19
H -2.61 -4.03 -1.21
H 4.14 -8.84 0.03
H 1.26 -7.29 -2.74
H -1.61 -1.73 -4.00
H 4.27 5.10 -2.58
H -0.88 -3.74 -2.89
H -2.16 3.06 0.23
H -4.35 3.06 -1.73
H 6.58 0.40 2.41
H 1.82 -4.98 -2.02
H 4.31 3.35 -4.33
H -4.66 -2.04 -2.66
H 3.43 4.56 -0.33
H 0.93 -3.88 1.21
H 0.27 4.15 0.65
H 3.12 -0.69 4.68
```

Output
energy above the lowest of the compared OMol25 structures with the same formula, charge and spin	0.099	eV
net charge	-1
frontier orbital gap	6.2229	eV